Formula: C4H13N2S
Source: OMol25
Level of theory: wB97M-V/def2-TZVPD

Values from the calculation:
Orbital gap, eV: 10.0
DFT total energy, a.u.: -667.63980
Charge: +1
Highest occupied orbital energy, eV: -13.02
ΔE to the lowest compared entry with this formula, charge and spin, kJ/mol: 105.0
E_LUMO, eV: -3.0

Bonds (Å) are listed after each position.
CARTESIAN COORDINATES (ANGSTROEM)
1 N -0.07 -0.82 3.35  H2 1.007, C3 1.384, H17 1.021
2 H -0.02 0.18 3.43  N1 1.007
3 C 0.19 -1.31 2.08  N1 1.384, C6 1.345, H19 1.108
4 H 1.24 0.32 1.12  C6 1.083
5 H -0.68 2.36 -2.76  C14 1.112
6 C 0.86 -0.69 1.10  C3 1.345, H4 1.083, N13 1.463
7 H 0.72 -0.84 -0.95  N13 1.031
8 H -1.91 2.07 -0.58  C9 1.089
9 C -1.07 1.42 -0.82  H8 1.089, H12 1.099, C14 1.523, H15 1.118
10 H 1.55 1.22 -2.31  S16 1.344
11 H 2.07 -1.56 -0.34  N13 1.003
12 H -0.18 1.79 -0.29  C9 1.099
13 N 1.10 -1.39 -0.17  C6 1.463, H7 1.031, H11 1.003, H20 1.029
14 C -0.83 1.35 -2.32  H5 1.112, C9 1.523, S16 1.845, H18 1.127
15 H -1.35 0.42 -0.40  C9 1.118
16 S 0.64 0.35 -2.78  H10 1.344, C14 1.845
17 H -0.96 -1.15 3.72  N1 1.021
18 H -1.71 0.90 -2.85  C14 1.127
19 H -0.19 -2.34 1.92  C3 1.108
20 H 0.60 -2.29 -0.16  N13 1.029